Record 1
{"formula": "C17H39BrCaCl4CsKN5O11Si", "method": "ωB97M-V with the def2-TZVPD basis set", "elements": ["Cs", "Br", "Ca", "K", "Cl", "Cl", "Cl", "Cl", "Si", "O", "O", "O", "O", "O", "O", "O", "O", "O", "O", "O", "N", "N", "N", "N", "N", "C", "C", "C", "C", "C", "C", "C", "C", "C", "C", "C", "C", "C", "C", "C", "C", "C", "H", "H", "H", "H", "H", "H", "H", "H", "H", "H", "H", "H", "H", "H", "H", "H", "H", "H", "H", "H", "H", "H", "H", "H", "H", "H", "H", "H", "H", "H", "H", "H", "H", "H", "H", "H", "H", "H", "H"], "coordinates": [[1.415435, -6.445061, 1.076202], [0.272999, -0.787065, 5.883527], [-1.370056, 2.809563, -0.244516], [-7.257318, 4.282807, -1.619880], [-7.115013, 7.287231, 4.231503], [-7.033076, 6.339569, 1.502531], [-8.843854, 5.121635, 3.406114], [-5.993297, 4.687812, 3.642698], [1.059431, -0.897916, 1.852748], [-2.764854, 2.786233, -3.114505], [-4.231074, -1.517537, 7.323866], [-2.304340, -2.421692, 7.495746], [2.367968, -12.911018, 2.597838], [2.229549, -6.842648, -0.930757], [3.775643, -11.347061, 2.992264], [3.280432, -8.230062, -2.205531], [3.713525, -6.133781, -2.339596], [1.743904, -10.863818, 2.512284], [2.317602, 4.888144, -2.251859], [-3.202235, -2.186187, 5.570072], [0.851244, -1.427322, 0.093259], [2.630570, -11.710797, 2.700349], [3.087182, -7.080688, -1.842038], [0.048098, -3.672061, -1.813765], [-3.249786, -2.043870, 6.799922], [1.473629, -0.359097, -0.758155], [-4.894522, 2.657993, -1.968548], [-7.247408, 5.857243, 3.205757], [2.850234, -1.135976, 2.464963], [0.487694, 0.706663, -1.290098], [1.651996, -2.700567, -0.075869], [3.344143, 7.029640, -2.173550], [1.340087, 1.746396, -2.132174], [0.598246, 0.939439, 2.108488], [3.324398, 5.548381, -2.430578], [-0.719606, -2.430182, -1.665354], [0.390550, 2.654144, -3.012993], [-0.552692, -1.781910, -0.251521], [1.442925, -3.390998, -1.473613], [-0.046174, -1.870143, 3.028271], [4.598540, 4.914614, -2.917576], [-3.773079, 3.558373, -2.468152], [-1.267108, -0.956050, -0.080295], [2.034828, -4.346681, -1.460950], [1.386716, 1.633938, 1.758353], [-0.385847, 1.195819, 1.653745], [-0.073828, 1.245179, -0.487735], [1.281794, -3.381254, 0.735110], [4.894067, 5.357682, -3.869555], [2.917055, -2.201118, 2.762671], [-4.154327, 4.308253, -3.170894], [-3.302750, 4.082690, -1.626372], [3.585906, 7.563427, -3.093757], [2.191079, 0.184133, -0.111489], [3.082164, -0.523160, 3.344035], [-3.183444, 2.334447, -3.854342], [0.171695, -2.951025, 3.042006], [5.390327, 5.058205, -2.181011], [2.733162, -2.518539, 0.020174], [0.139494, -1.383429, 4.064198], [-0.856189, -2.563267, 0.469125], [-1.783790, -2.726473, -1.719344], [-0.261538, 0.321114, -2.003521], [1.960730, 1.176481, -2.840843], [2.362922, 7.351158, -1.828083], [3.593035, -1.025682, 1.651686], [0.055815, 2.137908, -3.926720], [-5.354581, 2.115102, -2.799841], [-0.556343, -1.733587, -2.498490], [2.061583, -0.731464, -1.605966], [0.475364, 1.119117, 3.192390], [-0.293623, -4.389513, -1.184784], [-5.665040, 3.236504, -1.459032], [-0.539534, 2.895211, -2.448933], [1.951606, 2.347645, -1.444017], [1.927020, -2.783809, -2.259548], [-4.505090, 1.910053, -1.274472], [-1.114809, -1.680851, 2.805550], [4.082110, 7.263728, -1.405029], [0.880008, 3.583427, -3.310641], [4.441721, 3.846262, -3.061148]], "atomic_forces_ev_per_a": [[-1.6060, 0.2158, 4.2347], [0.0863, 0.4480, 0.7254], [-0.4912, 0.8157, 0.4658], [-1.8355, 1.1884, 0.0854], [-0.0097, -0.2137, -0.2693], [0.0471, 0.1053, -0.3182], [0.1924, 0.0848, -0.1021], [-0.1390, 0.1275, -0.1241], [-0.0680, 0.4682, 3.7667], [-0.2222, 0.2298, 0.5147], [-0.0830, 0.0091, -0.0207], [0.0484, -0.0256, -0.0086], [-0.0497, 0.0190, -0.0089], [0.7889, -0.1837, -2.8800], [0.0480, 0.1174, 0.0123], [-0.3333, 0.2720, 0.3983], [-0.4222, 0.3633, 0.4585], [-0.2256, 0.3215, -0.0679], [0.1276, 0.0569, 0.0746], [0.0812, -0.0177, -0.2689], [0.7952, -0.1573, -1.0098], [0.1633, -0.2246, 0.0357], [1.4855, -0.8021, -1.9553], [0.8043, 1.2871, 0.1419], [0.0661, 0.1313, 0.1287], [-0.4670, 1.4604, 0.1667], [0.1680, -0.1252, -0.0770], [-0.0759, -0.1681, 0.6548], [-0.2962, -0.8918, -1.3175], [0.8859, 0.6096, -1.3649], [-0.0930, -1.4087, -0.5589], [-0.3422, -0.0627, 0.0860], [-1.4293, 0.0344, -0.2444], [-0.0397, 0.0284, -0.6303], [-0.0904, -0.0125, 0.0307], [-0.9296, -0.6398, 0.7995], [0.3691, -0.6083, 0.7130], [-1.0096, -0.7136, -0.4598], [0.7219, -0.5568, 0.4573], [-0.0960, 0.3811, -1.4765], [-0.2061, -0.2908, 0.0132], [-0.3826, -0.2182, -0.5207], [0.6091, -0.0326, -0.1233], [-0.4517, 0.7029, -0.0035], [-0.4053, -0.1923, -0.0059], [0.4183, -0.0981, 0.2972], [1.1653, -1.3594, -0.3319], [0.4987, 0.5713, -0.5655], [0.1464, 0.0964, 0.0983], [0.0117, 0.4830, 0.0497], [0.0520, 0.1396, 0.1324], [-0.0510, 0.0542, -0.1861], [0.1876, 0.0307, 0.0757], [-0.1500, -0.3344, -0.3121], [-0.1813, -0.0035, -0.3390], [0.1761, -0.1283, -0.1330], [-0.1877, 0.3779, 0.2531], [0.0808, 0.1406, -0.1239], [-0.4808, 0.1881, 0.3318], [-0.0374, -0.7097, -1.0716], [0.2183, 0.3934, -0.1444], [0.3326, 0.3482, -0.0243], [0.1945, -0.1826, 0.5217], [0.1125, 0.2523, 0.5033], [0.0363, -0.0165, -0.0117], [-0.0672, 0.2803, 0.5769], [0.0560, -0.0132, 0.4499], [-0.0391, 0.0578, -0.0061], [0.3363, -0.2778, 0.1989], [-0.4330, -0.3402, 0.2756], [0.0869, -0.3648, -0.2871], [-0.2619, -0.0250, -0.1462], [1.6320, -1.0660, 0.1931], [0.5330, 0.1228, -0.6436], [0.0046, -0.0978, -0.4515], [-0.3816, -0.1750, 0.1999], [-0.0754, 0.0841, 0.0937], [0.3591, -0.2968, 0.2792], [0.1210, 0.0717, -0.1460], [-0.1109, -0.1761, 0.2463], [0.0091, 0.0415, -0.0004]], "molar_mass_g_mol": 951.41, "charge": 1, "total_energy_ev": -211528.036, "lumo_ha": -0.2509, "orbital_gap_ha": 0.041}



Record 2
{"formula": "C32H51BaN4O2P2", "method": "ωB97M-V with the def2-TZVPD basis set", "elements": ["Ba", "P", "P", "O", "O", "N", "N", "N", "N", "C", "C", "C", "C", "C", "C", "C", "C", "C", "C", "C", "C", "C", "C", "C", "C", "C", "C", "C", "C", "C", "C", "C", "C", "C", "C", "C", "C", "C", "C", "C", "C", "H", "H", "H", "H", "H", "H", "H", "H", "H", "H", "H", "H", "H", "H", "H", "H", "H", "H", "H", "H", "H", "H", "H", "H", "H", "H", "H", "H", "H", "H", "H", "H", "H", "H", "H", "H", "H", "H", "H", "H", "H", "H", "H", "H", "H", "H", "H", "H", "H", "H", "H"], "coordinates": [[-0.787639, 0.433674, 0.418643], [1.071094, 2.621349, -0.778957], [-0.462016, -2.775816, 0.141949], [-0.631708, 0.422643, 3.142164], [3.161377, -0.634748, 1.639675], [-2.839359, 0.300430, -1.892711], [1.286940, -0.494567, -1.529045], [-1.331730, 0.013421, 5.286524], [0.545351, 1.273583, 4.911867], [-4.239964, 0.830396, -5.260647], [-1.325829, -2.823836, -2.508206], [1.721343, 0.414873, -2.486005], [1.207437, -2.867495, -0.650529], [-1.589590, -3.964631, 2.451755], [3.021695, 4.326316, -1.761558], [1.673986, -1.781579, -1.663752], [-4.051579, 1.001247, -6.632630], [2.886303, 3.326178, -0.608315], [2.575375, -2.212449, -2.648359], [-1.539498, -3.633966, -1.208057], [-1.688621, 1.356561, -6.267491], [-1.879471, 1.169210, -4.902371], [1.549959, 1.830960, -2.305946], [-0.237045, -3.848437, 1.725694], [3.066639, 3.934799, 0.782733], [2.453657, -0.042046, -3.633582], [3.892585, 2.170895, -0.775928], [-0.699330, 4.184954, -2.453332], [-0.480436, 0.566491, 4.388815], [-0.000994, 5.294782, -0.251011], [0.328773, -5.238799, 1.415200], [-3.206814, 0.456465, -3.002018], [-3.014534, -3.527275, -0.770599], [0.747724, -3.109306, 2.651317], [2.950801, -1.334587, -3.673812], [2.218870, -0.058045, 1.325535], [-3.136747, 0.804219, -4.405896], [-1.181333, -5.103937, -1.489412], [-1.755883, 3.559475, -0.286934], [-2.773376, 1.235265, -7.130321], [-0.433088, 4.001828, -0.960411], [-2.468444, 4.393592, -0.422512], [-3.287357, -2.484319, -0.551235], [4.080260, 4.497127, -2.001139], [-1.661246, 3.425587, 0.809160], [3.607765, -1.695968, -4.474375], [3.567896, 1.279797, -0.226485], [-1.216803, 0.159474, 6.277416], [-0.115312, -5.253405, -1.709454], [0.889017, -3.714584, 3.561604], [-2.325624, -4.552667, 1.887638], [0.632656, 1.398204, 5.909635], [-1.528636, 4.895665, -2.599398], [-3.659927, -3.873440, -1.593488], [-0.405351, -5.895137, 0.933335], [-3.248143, -4.141719, 0.110010], [0.369262, -2.125497, 2.960933], [-2.627256, 1.332587, -8.195157], [1.737133, -2.974337, 2.199955], [2.932118, 3.169797, 1.559481], [4.087949, 4.328121, 0.882025], [2.363960, 4.746401, 0.997502], [-1.048600, 1.308374, -4.208107], [2.973813, -3.231422, -2.582627], [1.500020, 2.382271, -3.256296], [-1.442122, -4.471284, 3.418844], [0.165044, 4.571172, -3.007055], [2.556566, 5.293270, -1.557577], [-5.230953, 0.754389, -4.829193], [-0.519683, -3.246037, -3.118914], [-1.734958, -5.428561, -2.387789], [0.141077, 5.118238, 0.826655], [1.183169, 1.743167, 4.290293], [4.023398, 1.893544, -1.827097], [-2.242026, -2.830573, -3.109605], [-0.804600, 6.045742, -0.343065], [-2.234118, 2.675783, -0.757249], [-1.092627, -1.773331, -2.320404], [4.878614, 2.452963, -0.377050], [-1.015891, 3.242184, -2.920624], [-2.022094, -2.974431, 2.660784], [0.915418, 5.745982, -0.650724], [1.965321, -2.927374, 0.149943], [-1.471969, -5.793485, -0.686084], [-4.900669, 0.963557, -7.313099], [0.611202, -5.719595, 2.366928], [1.232680, -5.191191, 0.792506], [2.564986, 3.947566, -2.681451], [1.252988, -3.822174, -1.201556], [2.607129, 0.650246, -4.469383], [-0.691415, 1.578338, -6.642171], [-2.144539, -0.471903, 4.948379]], "atomic_forces_ev_per_a": [[0.3610, -0.1185, -0.3062], [0.6931, -0.3719, -0.1359], [-0.0658, -0.3180, -0.2223], [0.0503, 0.2068, 1.1945], [-2.2934, 1.5464, -0.8614], [-1.3773, 0.2077, -2.5091], [-0.1302, -0.3808, -0.1659], [0.1623, 0.0950, -0.2211], [-0.1163, -0.0807, -0.0444], [-0.0976, -0.1882, -0.0901], [0.0297, 0.0415, 0.0720], [-0.3776, 1.1319, 0.5814], [0.5799, 0.1196, -0.5055], [0.0032, -0.0612, 0.0346], [0.5564, 0.3041, -0.0842], [0.6066, -0.3065, -0.0402], [-0.0699, 0.1388, 0.3594], [-1.1423, 0.7858, 0.3698], [-0.4440, -0.5052, 0.9186], [0.1361, -0.1259, 0.5994], [-0.1715, -0.0060, 0.3130], [0.5320, -0.1919, 0.1147], [-2.2917, -1.4829, -1.0740], [-0.0939, 0.0944, -0.6303], [0.3100, 0.2645, -0.0020], [0.1309, -0.7079, -0.4280], [-0.2272, -0.0593, -0.0867], [-0.3051, 0.3055, -0.1090], [-0.1821, -0.1151, -0.9719], [-0.1882, 0.1698, -0.0139], [0.0506, -0.2545, 0.3133], [2.0480, 0.3744, 2.5329], [-0.0253, 0.0033, -0.1119], [-0.0257, -0.0019, 0.0358], [-0.4368, 0.7809, 0.0724], [2.1586, -1.6965, 0.9860], [-0.3580, 0.3265, -0.3249], [-0.2585, -0.1744, -0.2007], [0.1919, -0.0815, -0.0191], [0.0008, -0.1289, 0.1251], [1.3883, -0.4550, -0.2350], [0.1580, -0.3689, 0.0551], [0.0353, -0.2264, -0.0596], [-0.1131, 0.1144, 0.1259], [0.0655, -0.0537, -0.3892], [-0.3599, 0.3216, 0.2487], [0.0891, 0.1186, -0.1881], [-0.1290, -0.0886, -0.1993], [-0.2619, 0.0722, 0.1002], [-0.0608, 0.1778, -0.2377], [0.2505, 0.1628, 0.1355], [0.1154, 0.0660, -0.2936], [0.1639, -0.0422, 0.0337], [0.1565, 0.0830, 0.2185], [0.2703, 0.2481, 0.1383], [0.1243, 0.1958, -0.2699], [0.0302, -0.1311, -0.1054], [0.0128, 0.0556, -0.0933], [-0.1905, -0.0522, 0.0844], [0.0335, 0.0387, -0.1456], [-0.1812, 0.0154, 0.0901], [0.1423, -0.0949, -0.1153], [-0.0949, -0.3068, -0.1742], [-0.2849, 0.3969, -0.2195], [0.4261, -0.0736, 0.4798], [0.0000, 0.1186, -0.2432], [-0.1023, -0.1262, 0.2049], [0.1930, -0.0753, 0.1442], [-0.0084, -0.3314, -0.1931], [-0.0529, 0.1422, 0.1816], [0.1636, 0.1345, 0.2267], [0.0104, 0.0321, -0.2921], [-0.0671, -0.0771, 0.0914], [-0.0950, 0.0198, 0.2825], [0.0794, -0.1529, 0.0730], [0.1941, -0.1729, -0.0048], [0.2546, 0.3167, 0.1310], [0.0477, -0.0012, -0.0067], [-0.2827, 0.1757, -0.0184], [0.1960, 0.1591, 0.1460], [0.0937, -0.2001, -0.0906], [-0.3354, -0.2367, 0.0765], [-0.2839, 0.0229, -0.2360], [0.0387, 0.3180, -0.1952], [0.1728, 0.0527, 0.2295], [-0.0414, 0.0859, -0.2668], [-0.2415, -0.0263, 0.1375], [0.2198, -0.0273, 0.2366], [0.1352, 0.2900, 0.3325], [0.1734, -0.1843, 0.5020], [-0.2575, 0.0189, 0.0656], [0.0867, 0.0118, 0.0365]], "de_lowest_kj_mol": 105.84, "molar_mass_g_mol": 723.06, "charge": 1, "total_energy_ev": -63334.809, "lumo_ha": -0.0852, "orbital_gap_ha": 0.207}